Computed, not measured: 37 unconnected molecules or ions with the total composition C26H114N40O40 in a non-equilibrium geometry, with the ωB97M-V functional and the def2-TZVPD basis.

```
220
C26H114N40O40 the ωB97M-V functional and the def2-TZVPD basis
C -1.017 0.329 0.514
C 0.063 0.773 1.183
C 1.252 -0.144 1.289
O 2.148 -0.172 2.294
C 1.454 -1.226 0.498
C 0.458 -1.541 -0.477
C -0.946 -0.849 -0.311
O -1.965 -1.322 -0.840
O 0.619 -2.211 -1.476
O -0.200 1.832 1.864
H -1.965 0.845 0.473
H 2.313 -1.877 0.551
C 0.420 4.233 -1.240
O 0.683 4.810 -2.304
N 1.193 4.024 -0.145
N -0.768 3.799 -0.984
H 0.866 3.393 0.572
H 2.160 3.987 -0.435
H -1.388 3.953 -1.766
H -1.043 3.499 -0.059
C -1.536 -6.483 -5.166
O -1.522 -7.539 -5.781
N -0.692 -6.073 -4.340
N -2.456 -5.590 -5.355
H 0.208 -6.527 -4.402
H -0.785 -5.201 -3.839
H -2.076 -4.657 -5.286
H -3.106 -5.876 -6.073
C 5.048 -0.079 -5.704
O 4.305 0.857 -5.535
N 4.785 -1.262 -5.260
N 6.155 0.055 -6.346
H 3.893 -1.393 -4.803
H 5.419 -2.023 -5.456
H 6.505 0.987 -6.516
H 6.725 -0.778 -6.369
C -5.917 -1.584 0.168
O -6.178 -0.706 -0.669
N -4.767 -2.092 0.483
N -6.869 -2.111 0.803
H -3.973 -1.777 -0.055
H -4.609 -2.786 1.200
H -6.738 -2.809 1.521
H -7.744 -1.612 0.875
C -2.451 4.807 2.512
O -2.813 5.936 2.487
N -1.392 4.390 3.181
N -2.954 3.811 1.887
H -1.100 3.424 3.216
H -0.860 5.008 3.778
H -2.558 2.901 1.697
H -3.535 4.161 1.138
C -2.448 -0.124 4.811
O -2.751 -1.092 4.076
N -1.539 0.766 4.536
N -2.819 0.079 6.048
H -1.512 1.538 5.187
H -1.040 0.795 3.658
H -2.721 1.021 6.398
H -3.504 -0.581 6.386
C 4.895 4.525 1.075
O 4.696 3.468 1.662
N 4.760 4.592 -0.281
N 5.158 5.669 1.455
H 4.683 3.736 -0.811
H 5.003 5.433 -0.785
H 5.349 5.886 2.422
H 5.190 6.440 0.803
C 1.699 -6.644 1.248
O 1.514 -7.543 0.508
N 2.597 -5.723 1.080
N 1.013 -6.407 2.333
H 2.503 -4.908 1.669
H 3.164 -5.757 0.245
H 0.195 -6.968 2.524
H 1.397 -5.913 3.125
C -6.484 3.024 1.671
O -6.084 4.069 2.152
N -6.131 2.645 0.489
N -7.248 2.140 2.313
H -6.432 1.822 -0.013
H -5.481 3.376 0.235
H -7.468 2.238 3.294
H -7.476 1.332 1.752
C -4.237 -5.797 -1.161
O -5.228 -6.542 -1.140
N -3.932 -5.008 -2.098
N -3.204 -5.968 -0.386
H -3.034 -4.552 -2.176
H -4.556 -5.021 -2.892
H -2.436 -5.319 -0.484
H -3.296 -6.630 0.372
C 5.257 -3.525 -2.349
O 4.995 -4.539 -2.959
N 6.449 -3.106 -2.174
N 4.366 -2.601 -2.016
H 7.218 -3.450 -2.731
H 6.497 -2.276 -1.601
H 4.504 -1.724 -1.535
H 3.536 -2.823 -2.547
C -0.728 -2.676 -6.696
O -0.730 -3.459 -7.637
N -1.317 -1.496 -6.711
N -0.294 -2.960 -5.501
H -1.378 -1.042 -5.811
H -1.638 -1.165 -7.609
H 0.140 -3.865 -5.395
H -0.612 -2.276 -4.830
C 3.781 1.530 -1.461
O 4.774 2.100 -1.815
N 3.033 0.849 -2.258
N 3.314 1.597 -0.292
H 3.224 0.782 -3.247
H 2.243 0.414 -1.803
H 3.911 2.040 0.392
H 2.671 0.901 0.057
C 0.518 1.796 -4.495
O 0.671 0.721 -3.898
N 1.315 2.095 -5.501
N -0.328 2.715 -4.197
H 2.001 1.461 -5.884
H 1.168 3.015 -5.891
H -1.097 2.443 -3.601
H -0.109 3.701 -4.207
C -1.125 3.824 6.778
O -1.555 2.962 6.046
N -1.795 4.852 7.179
N 0.102 3.925 7.123
H -2.697 5.053 6.772
H -1.498 5.415 7.963
H 0.677 3.161 6.796
H 0.488 4.730 7.595
C 0.438 -3.265 3.732
O 1.558 -3.419 3.374
N -0.441 -2.468 3.179
N 0.002 -3.941 4.776
H -1.075 -1.864 3.681
H -0.014 -2.091 2.345
H 0.599 -4.589 5.269
H -1.008 -3.921 4.814
C 5.343 -2.086 1.430
O 6.007 -3.020 0.949
N 4.444 -2.205 2.395
N 5.415 -0.870 0.942
H 3.647 -1.590 2.483
H 4.324 -3.052 2.932
H 6.029 -0.715 0.156
H 4.800 -0.206 1.390
C 2.479 2.749 4.608
O 3.212 3.507 5.214
N 1.982 1.607 4.996
N 2.223 2.974 3.338
H 2.342 1.318 5.894
H 1.422 0.992 4.422
H 1.656 2.313 2.827
H 2.580 3.778 2.841
C 1.224 7.067 1.979
O 2.044 7.880 1.645
N 1.380 6.244 2.895
N 0.016 7.029 1.607
H 0.640 5.557 2.861
H 2.285 6.020 3.284
H -0.704 6.494 2.071
H -0.186 7.269 0.647
C -3.526 5.574 -0.829
O -4.340 4.868 -0.286
N -3.093 5.366 -2.013
N -2.780 6.438 -0.255
H -3.384 4.543 -2.522
H -2.540 6.107 -2.419
H -2.329 7.114 -0.854
H -2.793 6.586 0.744
O -4.201 -2.534 -4.683
H -3.623 -2.484 -3.921
H -5.061 -2.744 -4.319
O 2.027 -1.711 -3.982
H 1.705 -0.858 -4.273
H 1.419 -1.974 -3.291
O 5.813 -0.690 5.035
H 5.702 -1.489 4.519
H 5.971 -0.005 4.385
O 6.054 -5.666 0.974
H 5.641 -5.844 0.129
H 6.131 -4.713 1.008
O 3.518 -0.970 6.695
H 4.363 -0.921 6.247
H 3.143 -1.803 6.408
O 2.034 -5.231 -4.560
H 2.688 -4.532 -4.599
H 1.772 -5.264 -3.640
O 1.804 -4.887 -1.847
H 1.537 -4.063 -1.440
H 1.837 -5.513 -1.123
O -1.601 -0.777 -3.622
H -1.714 -1.011 -2.701
H -1.019 -0.018 -3.608
O -3.827 0.733 -1.234
H -4.557 0.159 -1.001
H -3.045 0.218 -1.039
O -3.780 0.619 -4.710
H -4.002 0.179 -5.531
H -3.146 0.037 -4.290
O -2.872 2.564 -3.133
H -2.650 2.121 -2.314
H -3.324 1.898 -3.651
O 4.869 1.161 3.074
H 4.070 0.850 3.499
H 4.656 2.046 2.779
O -4.677 2.833 4.692
H -4.134 3.376 4.120
H -5.569 2.964 4.371
O -6.534 -0.268 -3.531
H -6.620 -0.347 -2.581
H -5.758 -0.784 -3.746
O -5.556 -1.561 3.961
H -5.353 -0.687 3.629
H -4.716 -2.020 3.960
O -1.177 -3.976 -2.217
H -1.300 -3.362 -1.494
H -0.268 -3.849 -2.488
```

charge	-2
E	-170336.8614	eV

=====

Computed, not measured: a molecular structure, C26H12F6N9O4RhS3Se in a non-equilibrium geometry, with the ωB97M-V functional and the def2-TZVPD basis.

```
62
C26H12F6N9O4RhS3Se the ωB97M-V functional and the def2-TZVPD basis
Rh -0.326 0.252 0.529
F 3.268 4.870 1.454
C 3.028 3.717 0.881
F 4.137 3.000 0.787
F 2.511 3.901 -0.335
S 1.793 2.721 1.862
O 1.483 1.636 0.912
O 2.418 2.330 3.075
N 0.574 3.684 2.089
S -0.845 3.546 1.450
O -1.831 4.267 2.157
O -1.200 2.140 1.157
C -0.745 4.266 -0.271
F -1.971 4.511 -0.702
F -0.023 5.362 -0.288
F -0.181 3.345 -1.078
Se 0.169 0.096 -7.266
N 1.394 -0.094 -6.005
C 0.809 0.062 -4.850
C 1.491 -0.024 -3.578
C 2.858 -0.281 -3.437
C 3.411 -0.342 -2.177
C 2.588 -0.162 -1.066
N 1.293 0.057 -1.195
C 0.727 0.156 -2.414
C -0.687 0.440 -2.472
N -1.325 0.617 -1.295
C -2.625 0.916 -1.288
C -3.372 1.010 -2.453
C -2.743 0.808 -3.666
C -1.375 0.530 -3.689
C -0.615 0.332 -4.905
N -1.132 0.388 -6.101
H 3.459 -0.421 -4.326
H 4.466 -0.528 -2.039
H 2.983 -0.186 -0.058
H -3.079 1.099 -0.320
H -4.426 1.245 -2.404
H -3.286 0.872 -4.600
S -1.102 -5.889 4.765
N -0.830 -4.367 5.199
C -0.713 -3.655 4.097
C -0.478 -2.239 4.020
C -0.363 -1.400 5.133
C -0.185 -0.051 4.931
C -0.115 0.445 3.635
N -0.196 -0.340 2.562
C -0.391 -1.672 2.740
C -0.530 -2.463 1.548
N -0.442 -1.802 0.357
C -0.558 -2.520 -0.769
C -0.755 -3.886 -0.782
C -0.861 -4.568 0.418
C -0.758 -3.849 1.605
C -0.861 -4.444 2.912
N -1.086 -5.716 3.166
H -0.430 -1.825 6.126
H -0.108 0.631 5.766
H 0.015 1.501 3.475
H -0.480 -1.985 -1.702
H -0.825 -4.410 -1.724
H -1.021 -5.638 0.452
```

spin multiplicity	5
relative energy (zero: lowest compared OMol25 entry of this formula, charge and spin)	2.8	kcal per mole
charge	+2
E	-165906.2691	eV